Record 1
{
  "formula": "C5H11NS2",
  "method": "ωB97M-V/def2-TZVPD",
  "elements": ["C", "S", "C", "C", "S", "H", "H", "H", "H", "H", "H", "C", "H", "H", "N", "H", "H", "H", "C"],
  "xyz": [[-1.147049, 0.702094, 0.592175], [-1.345060, 2.300210, -0.231083], [-2.191677, -0.374092, 0.330721], [2.990402, 0.530574, -0.616866], [1.808508, 0.456288, 0.704509], [3.994537, 0.009822, -0.289910], [2.541548, 0.119376, -1.542805], [-0.419140, 2.864969, 0.584650], [0.494426, -2.063024, -0.638548], [-0.082928, -1.807694, 1.154639], [-0.938467, 0.769639, 1.655478], [0.169620, 0.112294, -0.008743], [-2.074344, -2.224348, -0.503102], [-2.582333, -0.673016, 1.305846], [-1.558430, -1.368167, -0.520555], [0.137285, 0.440872, -1.035218], [3.332731, 1.512304, -0.765882], [-2.970564, 0.090200, -0.164862], [-0.159074, -1.398295, -0.010449]],
  "atomic_forces_ev_per_a": [[2.55, -0.27, 0.08], [-0.36, 0.56, 0.94], [0.72, 0.45, 0.45], [1.49, -1.89, -0.23], [-0.90, 0.29, 1.57], [-2.23, 0.33, -0.71], [0.65, 0.08, 0.48], [-0.28, 0.06, -0.46], [-0.54, 0.83, 0.57], [-0.15, 0.89, -2.68], [-0.47, 0.62, 0.21], [-0.10, -1.93, -0.72], [0.11, -0.65, 0.07], [0.12, -0.65, 0.03], [1.13, 0.57, 0.85], [0.46, 0.00, -0.45], [-0.03, 1.52, -0.47], [-1.96, 0.69, -1.15], [-0.19, -1.48, 1.62]],
  "e_tot_ev": -28522.6223
}


Record 2
{
  "formula": "C5H11NS2",
  "method": "ωB97M-V/def2-TZVPD",
  "elements": ["C", "H", "H", "H", "S", "H", "N", "C", "H", "H", "H", "H", "C", "H", "S", "C", "H", "H", "C"],
  "xyz": [[-0.073723, -1.835873, 0.824069], [1.015294, -1.831064, 0.729918], [-0.159817, -0.135024, 2.185042], [-1.118014, 1.690983, -1.870492], [-0.059429, -0.839598, -1.496872], [2.246011, 1.996169, -0.867986], [-0.154808, 1.786049, -1.583293], [-2.078266, -0.419136, 1.299676], [-0.346267, -2.581334, 1.575055], [0.232656, 2.712093, -1.487289], [-2.580441, -0.683152, 0.361122], [2.162599, 0.476586, 0.059520], [0.567684, 0.681736, -1.342185], [2.668629, 0.439849, -1.624867], [-2.968552, -0.074808, 2.599749], [-0.582670, -0.445962, 1.226062], [-0.494204, -2.153691, -0.135317], [-0.271105, 0.285271, 0.467809], [1.994423, 0.930907, -0.919720]],
  "atomic_forces_ev_per_a": [[-0.21, -0.68, 1.27], [-0.19, -0.07, -0.02], [-0.10, -0.12, 0.01], [0.16, 0.01, -0.02], [1.01, 1.93, -3.43], [-0.08, -0.17, 0.00], [-0.30, 0.34, 0.20], [0.03, -0.02, 0.04], [-0.03, 0.09, 0.25], [-0.06, -0.16, 0.09], [0.10, 0.03, 0.13], [0.00, 0.06, -0.05], [0.20, -0.43, -1.21], [-0.08, 0.04, 0.08], [0.12, -0.01, -0.18], [-0.16, 0.04, 0.76], [-0.08, -0.54, 1.27], [-0.34, -0.27, 0.86], [0.00, -0.06, -0.05]],
  "e_tot_ev": -28522.0734
}


Record 3
{
  "formula": "C5H11O2",
  "method": "ωB97M-V/def2-TZVPD",
  "elements": ["O", "C", "H", "H", "C", "C", "O", "H", "C", "H", "H", "H", "H", "H", "H", "H", "H", "C"],
  "xyz": [[-0.273679, 0.198220, -2.655105], [-0.580838, 0.657460, 0.776716], [0.699673, 1.638551, 2.252916], [-2.028051, -1.562987, 0.243852], [0.972318, 0.180500, -2.539745], [0.470557, 1.687007, 1.183119], [1.668677, 0.229618, -1.502004], [-0.701504, -1.667443, -0.922707], [-0.960782, -1.773524, 0.131754], [-1.476829, 0.774423, 1.401331], [-0.762460, -2.798275, 0.456803], [0.919568, -0.885645, 0.514318], [1.534676, 0.085180, -3.513460], [0.144130, 2.699298, 0.936000], [1.376229, 1.475567, 0.612069], [-0.046176, -0.996764, 1.983083], [-0.864367, 0.839718, -0.263205], [-0.091148, -0.780907, 0.904272]],
  "atomic_forces_ev_per_a": [[0.13, 0.04, -0.01], [0.03, 0.12, -0.20], [0.00, 0.02, 0.01], [-0.01, -0.05, 0.06], [-0.21, -0.13, 0.06], [0.03, -0.24, -0.12], [0.07, 0.03, -0.22], [-0.18, -0.05, -0.03], [0.21, 0.17, 0.14], [-0.07, 0.01, -0.09], [-0.07, -0.04, -0.07], [0.09, 0.29, -0.03], [0.07, 0.06, 0.06], [0.00, 0.04, 0.10], [0.01, 0.09, 0.01], [-0.06, -0.29, -0.08], [0.06, -0.05, 0.00], [-0.11, -0.02, 0.42]],
  "total_charge": -1,
  "e_tot_ev": -9459.9414
}


Record 4
{
  "formula": "C5H11O2",
  "method": "ωB97M-V/def2-TZVPD",
  "elements": ["H", "O", "H", "H", "H", "H", "H", "H", "C", "H", "C", "H", "H", "O", "H", "C", "C", "C"],
  "xyz": [[-1.149648, -0.627802, -2.377679], [1.725005, 0.002148, 0.121825], [-2.515364, -1.212422, -0.263138], [0.586772, 1.285925, -1.112386], [-0.137374, -0.911180, -1.029971], [-0.131318, 1.371230, -2.717597], [-2.992790, 0.342665, -1.184016], [2.569898, -0.943490, 3.035175], [-0.913956, -0.226800, -1.378886], [0.990241, -0.086588, 3.019076], [-2.252100, -0.227689, -0.629126], [-2.121863, 0.330474, 0.312099], [2.480378, 0.742362, 2.467895], [1.529121, -2.018699, 1.030681], [-0.937677, 1.982076, -1.251306], [-0.345514, 1.166887, -1.675221], [1.659259, -0.764718, 1.118981], [1.956929, -0.204380, 2.513593]],
  "atomic_forces_ev_per_a": [[-0.09, -0.23, 0.05], [-0.16, 0.44, 0.82], [-0.54, -0.31, -0.54], [0.06, -0.25, -0.27], [-0.21, 0.36, 0.67], [-0.16, -0.05, -0.27], [-0.38, -0.48, -0.16], [-0.20, 0.10, 0.13], [-0.58, -0.21, -1.92], [0.27, 0.05, 0.20], [1.48, 0.82, 1.27], [0.04, 0.08, -0.11], [-0.03, 0.26, -0.05], [-0.46, 0.53, 0.63], [-0.53, -0.03, -0.30], [0.68, 0.38, 1.38], [1.25, -1.16, -1.53], [-0.44, -0.30, -0.02]],
  "total_charge": -1,
  "e_tot_ev": -9459.5371
}


Record 5
{
  "formula": "C5H11O2",
  "method": "ωB97M-V/def2-TZVPD",
  "elements": ["C", "H", "C", "H", "C", "H", "H", "H", "H", "H", "C", "H", "H", "O", "H", "O", "H", "C"],
  "xyz": [[3.036814, -0.931509, 0.599487], [2.447732, -0.311770, 0.007365], [-1.482546, -0.201910, 0.124878], [-0.012303, 1.223642, -0.577300], [2.044754, -2.003914, 1.216624], [-1.062405, 0.738928, -1.804260], [3.735582, -0.633587, 1.360913], [-1.487916, 0.145742, 1.098942], [-2.092342, 2.932009, -1.583260], [-2.418583, 2.525125, 0.067275], [-2.212609, 2.068517, -0.876115], [-2.561569, -0.598932, -0.316206], [-0.780701, -1.173369, 0.031237], [2.073427, -1.959257, 2.400685], [-3.078989, 1.539455, -1.293640], [1.365592, -2.835999, 0.567660], [3.633122, -1.460771, -0.229778], [-1.147060, 0.937598, -0.794506]],
  "atomic_forces_ev_per_a": [[0.78, -3.98, -1.92], [-0.81, 2.15, -0.44], [-1.47, -3.77, -4.07], [-2.35, 0.22, -0.02], [0.50, -0.52, -2.99], [0.23, -1.61, -2.15], [-0.23, 0.85, 0.11], [-0.45, 0.29, 2.09], [0.73, -0.92, 0.41], [-0.48, 0.10, 0.80], [0.23, -0.12, -0.58], [2.26, 0.81, 1.81], [-1.25, 2.44, 0.25], [0.08, 0.55, 5.82], [-0.29, 0.25, 0.53], [0.07, 0.56, -1.72], [-0.50, 0.47, 1.10], [2.95, 2.22, 0.98]],
  "total_charge": -1,
  "e_tot_ev": -9458.1255
}


Record 6
{
  "formula": "C5H11O2",
  "method": "ωB97M-V/def2-TZVPD",
  "elements": ["H", "H", "H", "C", "H", "C", "O", "H", "H", "H", "H", "H", "O", "C", "H", "H", "C", "C"],
  "xyz": [[1.266953, 2.147059, 1.314625], [-1.497791, 1.931201, 1.206421], [-0.978095, 3.529586, 1.275696], [0.627029, 2.232074, 0.435660], [-0.053117, -3.649391, 1.545738], [-0.860024, 2.613372, 0.686394], [0.942902, -0.068355, 0.284913], [-1.530171, 2.613807, -0.226033], [1.110162, 3.155885, -0.126926], [-1.956388, -3.157680, -0.116655], [-0.706361, -3.818707, -1.375598], [-1.076073, -2.121995, -1.026695], [0.059087, 0.922150, -1.457859], [0.531726, 0.912828, -0.352492], [0.171370, -2.054722, 1.129278], [1.059073, -3.042143, 0.206109], [0.035829, -3.042017, 0.652611], [-0.972139, -3.110134, -0.492572]],
  "atomic_forces_ev_per_a": [[-0.54, -0.30, 0.27], [0.40, -1.27, 1.10], [0.02, 0.27, -0.40], [-0.52, 2.33, -1.17], [-0.20, -1.08, -0.42], [-0.70, 0.73, -0.40], [0.51, -1.25, 0.91], [1.48, 0.74, 0.30], [-0.97, -1.90, 0.50], [-1.38, -1.10, 0.29], [-0.69, 0.66, 1.92], [0.86, -0.61, 0.60], [-1.55, 0.43, -3.23], [1.88, 0.27, 2.12], [-0.92, 0.16, -0.65], [-0.50, -0.78, 0.48], [1.90, 1.59, -0.41], [0.93, 1.11, -1.79]],
  "total_charge": -1,
  "e_tot_ev": -9458.7444
}